[1]
Computed, not measured: C28H27BCrNO6 as an isolated structure, with wB97M-V/def2-TZVPD.

Last column: Löwdin charge in e.
CARTESIAN COORDINATES (ANGSTROEM)
C -7.18 1.72 0.93  0.0500
C -6.22 0.69 0.63  -0.2121
C -6.34 -0.67 0.45  0.0995
C -5.01 -1.15 0.20  0.0901
C -4.14 -0.08 0.24  0.0216
B -2.51 0.01 0.28  -0.7933
O -1.98 1.20 -0.31  0.0632
C -2.14 2.28 0.60  -0.1345
C -2.16 1.74 2.03  -0.0433
N -2.20 0.25 1.91  -0.1392
C -3.10 -0.39 2.90  0.0300
C -0.87 -0.44 1.99  -0.0672
C -0.95 -1.57 0.97  -0.1337
O -1.87 -1.24 -0.06  0.0760
O -4.90 1.04 0.48  0.0954
H -8.15 1.26 1.12  0.1192
H -6.91 2.31 1.81  0.1237
H -7.30 2.42 0.08  0.1325
H -7.25 -1.24 0.49  0.1505
H -4.75 -2.18 0.01  0.1489
H -1.29 2.95 0.44  0.0979
H -3.07 2.84 0.39  0.1384
H -1.25 2.03 2.58  0.1431
H -3.04 2.09 2.58  0.1436
H -2.60 -0.37 3.88  0.1238
H -4.04 0.17 2.98  0.1142
H -3.29 -1.43 2.62  0.1260
H -0.06 0.25 1.74  0.0929
H -0.71 -0.83 3.00  0.1463
H 0.04 -1.75 0.51  0.0924
H -1.29 -2.49 1.49  0.1418
O 6.74 -1.89 -3.34  0.2206
C 6.06 -2.13 -2.43  -0.0382
Cr 5.12 -2.25 -0.77  0.2505
C 5.03 -0.37 -0.91  -0.0904
O 5.09 0.78 -1.05  0.1842
C 6.85 -1.94 -0.03  -0.0281
O 7.92 -1.62 0.28  0.2304
C 4.83 -4.37 -0.39  -0.0485
C 4.08 -3.99 -1.51  -0.0724
C 3.21 -2.90 -1.43  -0.0627
C 3.00 -2.20 -0.21  -0.2335
C 2.15 -1.02 -0.15  0.1411
C 1.54 0.06 -0.20  0.0432
C 0.88 1.27 -0.14  0.0856
C 0.99 2.20 -1.24  -0.1838
C 0.83 3.60 -1.06  0.0247
C 0.98 4.48 -2.13  -0.0035
C 1.33 4.01 -3.40  0.0333
C 1.53 2.63 -3.59  -0.0054
C 1.37 1.74 -2.52  0.0345
C 3.83 -2.56 0.88  -0.0683
C 4.69 -3.66 0.81  -0.0697
H 5.54 -5.20 -0.46  0.1637
H 4.20 -4.53 -2.45  0.1613
H 2.68 -2.55 -2.33  0.1617
H 0.70 1.73 0.84  0.1413
H 0.60 3.98 -0.06  0.1299
H 0.82 5.55 -1.98  0.1343
H 1.47 4.70 -4.23  0.1428
H 1.81 2.24 -4.57  0.1315
H 1.56 0.67 -2.66  0.1289
H 3.77 -1.95 1.78  0.1612
H 5.29 -3.93 1.68  0.1616

The HOMO-LUMO gap (spin up / spin down) comes out at 6.45 / 6.04 eV. The expectation value of S² is 2.02. For the HOMO energy (spin up / spin down), the calculation gives -17.5 / -17.2 eV. As for the total charge: +3. Its spin multiplicity is 3. The calculation puts the maximum force at 5.451 eV Å⁻¹. The value obtained for the energy above the lowest of the compared OMol25 structures with the same formula, charge and spin is 11.7 kJ/mol.

***

[2]
Computed, not measured: a 5-piece molecular cluster, C28H27BrN4O11S overall, with wB97M-V/def2-TZVPD.

Last column: Löwdin charge in e.
CARTESIAN COORDINATES (ANGSTROEM)
O 1.51 -4.52 0.83  0.0546
N 2.06 -3.52 1.32  -0.3215
O 2.34 -3.38 2.51  0.0576
C 2.38 -2.41 0.41  -0.1361
C 2.04 -2.51 -0.95  0.0060
C 2.32 -1.44 -1.80  -0.0746
C 2.95 -0.29 -1.31  -0.0634
C 3.30 -0.21 0.04  -0.0636
C 3.01 -1.27 0.90  0.0011
H 1.55 -3.39 -1.35  0.1238
H 2.06 -1.50 -2.86  0.0923
H 3.16 0.54 -1.98  0.1094
H 3.79 0.69 0.42  0.1096
H 3.29 -1.18 1.95  0.1198
O -1.64 -0.58 -5.07  0.0722
N -1.22 -0.68 -3.91  -0.3163
O -0.04 -0.92 -3.61  0.0384
C -2.18 -0.50 -2.82  -0.1476
C -3.53 -0.26 -3.11  -0.0060
C -4.45 -0.11 -2.07  -0.0612
C -4.01 -0.20 -0.74  -0.0693
C -2.67 -0.43 -0.45  -0.0642
C -1.74 -0.58 -1.49  0.0030
H -3.88 -0.19 -4.14  0.1202
H -5.50 0.06 -2.28  0.1125
H -4.73 -0.09 0.07  0.1083
H -2.34 -0.49 0.58  0.1090
H -0.70 -0.76 -1.25  0.1088
O -4.69 4.83 -4.04  0.0607
N -3.80 3.97 -4.00  -0.3202
O -3.95 2.78 -4.30  0.0562
C -2.46 4.40 -3.57  -0.1389
C -2.24 5.73 -3.19  -0.0096
C -0.97 6.12 -2.76  -0.0815
C 0.07 5.19 -2.71  -0.0747
C -0.15 3.87 -3.11  -0.0538
C -1.41 3.47 -3.54  0.0085
H -3.04 6.46 -3.22  0.1186
H -0.80 7.15 -2.45  0.1135
H 1.06 5.50 -2.37  0.1110
H 0.67 3.15 -3.07  0.1085
H -1.56 2.43 -3.84  0.1085
O 0.14 5.54 0.47  0.0520
N -0.14 5.96 1.61  -0.3198
O 0.65 5.95 2.56  0.0670
C -1.49 6.49 1.83  -0.1386
C -2.42 6.48 0.79  0.0038
C -3.71 6.97 1.02  -0.0627
C -4.06 7.46 2.28  -0.0714
C -3.12 7.48 3.31  -0.0662
C -1.83 7.00 3.10  0.0004
H -2.17 6.10 -0.20  0.0984
H -4.44 6.96 0.22  0.1096
H -5.07 7.83 2.45  0.1087
H -3.40 7.87 4.29  0.1092
H -1.11 7.01 3.91  0.1196
C 2.09 -9.52 3.40  -0.1747
C 3.26 -9.34 2.26  -0.5289
S 3.35 -7.65 1.47  0.8186
C 3.25 -6.26 2.73  -0.4367
O 4.53 -5.90 3.36  -0.0971
C 5.38 -7.07 3.64  -0.4145
O 6.38 -7.44 2.81  -0.0775
O 5.14 -7.93 4.84  -0.5419
Br 6.82 -8.56 5.34  0.8205
H 1.24 -10.19 2.91  0.0823
H 1.66 -8.51 3.81  0.0640
H 2.54 -10.19 4.27  0.0867
H 3.13 -10.14 1.38  0.0986
H 4.29 -9.58 2.80  0.0763
H 2.89 -5.30 2.14  0.0663
H 2.38 -6.48 3.51  0.1184

The HOMO-LUMO gap comes out at 7.71 eV. For the HOMO energy, the calculation gives -8.7 eV. The calculation puts the maximum force at 9.214 eV Å⁻¹.

***

[3]
Computed, not measured: C28H28AuBrN4OS as an isolated structure, with wB97M-V/def2-TZVPD.

Last column: Löwdin charge in e.
CARTESIAN COORDINATES (ANGSTROEM)
Au -0.27 0.20 -0.24  1.0270
C -0.13 0.75 4.03  -0.0116
C 1.24 0.71 4.28  0.0040
C 2.11 0.45 3.24  0.0353
C 1.62 0.25 1.96  -0.1960
N 0.29 0.32 1.74  -0.0411
C -0.57 0.56 2.74  -0.0862
C 2.40 -0.07 0.77  -0.1903
C 3.78 -0.23 0.77  0.0047
C 4.44 -0.57 -0.40  -0.0346
C 3.72 -0.77 -1.57  -0.0374
C 2.34 -0.62 -1.58  -0.0973
C 1.69 -0.25 -0.42  -0.2199
H -0.84 0.94 4.82  0.1264
H 1.62 0.88 5.27  0.1326
H 3.18 0.39 3.42  0.1256
H -1.62 0.58 2.49  0.1024
H 4.35 -0.11 1.68  0.1204
H 5.51 -0.69 -0.40  0.1237
H 4.23 -1.05 -2.48  0.1208
H 1.80 -0.81 -2.49  0.0770
C -4.26 4.04 0.13  -0.0197
C -3.96 2.58 0.25  -0.2225
C -4.93 1.63 0.58  0.0296
C -4.60 0.29 0.68  -0.0604
C -3.30 -0.09 0.45  -0.7640
Br -2.79 -1.89 0.59  0.8259
N -2.34 0.80 0.14  -0.1864
C -2.67 2.10 0.05  -0.0857
H -5.31 4.24 0.30  0.0903
H -3.99 4.41 -0.86  0.0956
H -3.68 4.62 0.86  0.0968
H -5.95 1.95 0.75  0.1372
H -5.34 -0.45 0.93  0.1210
H -1.86 2.78 -0.20  0.1298
C 0.56 -2.77 -6.73  -0.0853
C -0.82 -2.31 -6.28  -0.2246
C -0.86 -1.84 -4.84  -0.1834
N -0.07 -0.60 -4.70  0.0655
C -0.08 0.23 -3.70  -0.7071
S -1.18 -0.05 -2.37  0.7275
N 0.70 1.33 -3.69  0.1200
C 1.48 1.94 -4.75  -0.3632
O 2.46 2.55 -4.40  0.1640
C 1.00 1.81 -6.14  -0.1848
C 1.96 1.75 -7.15  -0.0007
C 1.56 1.68 -8.47  -0.0402
C 0.21 1.72 -8.79  -0.0411
C -0.75 1.81 -7.78  -0.0532
C -0.36 1.85 -6.46  -0.0421
H 0.54 -3.12 -7.76  0.0857
H 0.92 -3.60 -6.11  0.0843
H 1.31 -1.98 -6.68  0.0658
H -1.52 -3.14 -6.37  0.1222
H -1.19 -1.52 -6.94  0.1125
H -0.43 -2.59 -4.17  0.1318
H -1.88 -1.65 -4.51  0.1038
H 0.54 -0.39 -5.49  0.1317
H 0.84 1.77 -2.80  0.1331
H 3.01 1.75 -6.89  0.1295
H 2.30 1.62 -9.26  0.1195
H -0.11 1.69 -9.82  0.1192
H -1.80 1.87 -8.03  0.1162
H -1.10 1.95 -5.68  0.1206

The HOMO-LUMO gap comes out at 7.77 eV. For the HOMO energy, the calculation gives -14.4 eV. As for the total charge: +2. The calculation puts the maximum force at 0.637 eV Å⁻¹. The value obtained for the energy above the lowest of the compared OMol25 structures with the same formula, charge and spin is 0.0 kJ/mol.